A cluster of 12 separate species, C24H57N11O14 in total in a non-equilibrium geometry, computed with ωB97M-V with the def2-TZVPD basis set.

Bonds (Å) are listed after each position.
Geometry (Å):
1 H -0.5464 -1.7187 -4.1387  N95 0.998
2 H -1.1914 -1.2314 -2.5825  N95 1.017
3 H 2.8305 3.8141 -0.0283  N13 1.002
4 C -3.5725 -0.3978 3.5310  O52 1.224, N84 1.341, C87 1.514
5 C -2.4770 -1.2298 -4.2128  O17 1.237, C69 1.514, N95 1.342
6 C 3.2423 -2.4884 1.4130  H68 1.092, C81 1.516, H101 1.092, H104 1.083
7 N 0.7099 3.6172 -2.0306  H34 1.004, H90 1.018, C93 1.357
8 N 1.8423 1.0466 2.8547  C11 1.353, H23 1.001, H97 1.028
9 H 0.2208 -0.2897 4.5543  C63 1.092
10 H -1.8028 -1.6133 4.0340  C87 1.088
11 C 2.2055 0.3981 3.9857  N8 1.353, C63 1.492, O85 1.235
12 H 1.3196 -1.5994 4.1296  C63 1.088
13 N 3.0882 2.8852 0.2433  H3 1.002, H15 1.016, C86 1.345
14 H -3.7663 -1.4084 1.0665  N20 1.008
15 H 2.3687 2.1685 0.2186  N13 1.016
16 N 0.9293 -3.1540 1.8134  H66 1.019, C81 1.342, C102 1.454
17 O -2.6274 -1.5815 -5.3891  C5 1.237
18 H -1.9381 0.0162 2.2941  N84 1.023
19 C 1.3291 -3.1875 -3.6602  H58 1.091, C72 1.508, H73 1.086, H105 1.094
20 N -3.1021 -1.8229 0.4321  H14 1.008, C62 1.354, H88 1.023
21 O 0.2762 1.4115 -0.1539  C91 1.289
22 H 5.6954 0.8909 0.6410  C92 1.084
23 H 2.5529 1.5828 2.3975  N8 1.001
24 C -2.3789 -3.9072 -0.6460  H44 1.089, H55 1.091, C62 1.527, H76 1.088
25 N -3.2208 1.4847 -0.3015  H31 1.015, C50 1.351, H89 1.005
26 H -0.3670 -4.8214 1.8775  C102 1.090
27 H -1.9653 2.9838 -1.8979  C57 1.088
28 H 4.7130 1.0714 2.0280  C92 1.099
29 H 0.5709 -1.8117 -1.4290  N78 1.018
30 O 2.5751 -4.2676 2.8567  C81 1.223
31 H -2.2969 1.1083 -0.4907  N25 1.015
32 H -0.7428 3.4944 3.9617  C74 1.086
33 H 3.1181 1.3912 -4.1004  N67 1.007
34 H 1.1965 4.4816 -1.8754  N7 1.004
35 H -1.2589 2.5160 2.5841  C74 1.096
36 H 0.3141 4.7679 0.4882  N83 1.004
37 O -0.3621 -0.1995 1.2877  C91 1.294
38 C -0.8835 4.5364 2.0771  C74 1.516, O80 1.227, N83 1.358
39 H -3.1693 4.2787 -1.9407  C57 1.090
40 H -3.6712 0.3814 -3.6998  C69 1.092
41 H -4.5716 -1.1425 -3.5561  C69 1.084
42 H -1.0874 -3.2882 2.4707  C102 1.084
43 H -2.0595 4.2911 -0.6054  C57 1.089
44 H -2.9037 -4.7370 -1.1161  C24 1.089
45 H -2.4314 3.5850 3.2366  C74 1.088
46 H 0.2745 1.8212 -4.3665  C77 1.093
47 H -0.3153 1.4013 -2.7624  C77 1.092
48 O 1.6182 -4.7870 -1.9337  C72 1.232
49 H 2.6065 0.3977 -1.1154  C106 1.090
50 C -3.5749 2.7705 -0.5186  N25 1.351, C57 1.512, O60 1.224
51 H -3.0541 -1.5826 5.2184  C87 1.094
52 O -4.7580 -0.1869 3.7522  C4 1.224
53 H -3.3014 -2.5436 3.7784  C87 1.089
54 H -3.3049 -0.7774 -2.3484  C69 1.091
55 H -2.0403 -3.2688 -1.4633  C24 1.091
56 H 0.9574 -3.1265 -0.3610  N78 1.015
57 C -2.5927 3.6275 -1.2841  H27 1.088, H39 1.090, H43 1.089, C50 1.512
58 H 1.2924 -2.1038 -3.7771  C19 1.091
59 O -0.0763 4.4830 -3.9566  C93 1.227
60 O -4.6294 3.2249 -0.0951  C50 1.224
61 H 4.8513 1.1296 -4.4152  N67 1.004
62 C -3.3246 -3.1503 0.2835  N20 1.354, C24 1.527, O71 1.225
63 C 1.2665 -0.6048 4.5682  H9 1.092, C11 1.492, H12 1.088, H99 1.091
64 O -0.8140 -0.3791 -0.9012  C91 1.305
65 C 4.0780 0.3750 -2.6952  N67 1.361, O75 1.223, C106 1.509
66 H 0.5273 -2.3439 1.3442  N16 1.019
67 N 3.9926 0.9197 -3.9390  H33 1.007, H61 1.004, C65 1.361
68 H 3.3305 -1.5784 2.0100  C6 1.092
69 C -3.6138 -0.6642 -3.3891  C5 1.514, H40 1.092, H41 1.084, H54 1.091
70 H -1.4360 2.1194 -3.9334  C77 1.089
71 O -4.3056 -3.7200 0.7449  C62 1.225
72 C 1.2030 -3.6675 -2.2365  C19 1.508, O48 1.232, N78 1.344
73 H 2.2422 -3.5516 -4.1218  C19 1.086
74 C -1.3606 3.4940 3.0684  H32 1.086, H35 1.096, C38 1.516, H45 1.088
75 O 5.1479 0.1767 -2.1378  C65 1.223
76 H -1.5044 -4.3112 -0.1397  C24 1.088
77 C -0.4092 2.1288 -3.5717  H46 1.093, H47 1.092, H70 1.089, C93 1.508
78 N 0.7701 -2.8024 -1.3042  H29 1.018, H56 1.015, C72 1.344
79 H 2.7910 -1.1390 -2.0005  C106 1.088
80 O -1.2701 5.7002 2.1112  C38 1.227
81 C 2.2220 -3.3758 2.0982  C6 1.516, N16 1.342, O30 1.223
82 H 3.9194 0.5360 0.5887  C92 1.090
83 N -0.0437 4.0715 1.1162  H36 1.004, C38 1.358, H94 1.018
84 N -2.8368 0.3249 2.6741  C4 1.341, H18 1.023, H103 1.008
85 O 3.3158 0.5932 4.4902  C11 1.235
86 C 4.3540 2.6197 0.6116  N13 1.345, C92 1.490, O96 1.230
87 C -2.8862 -1.6027 4.1378  C4 1.514, H10 1.088, H51 1.094, H53 1.089
88 H -2.1904 -1.4063 0.2265  N20 1.023
89 H -3.8983 0.8275 0.0442  N25 1.005
90 H 0.6099 2.8672 -1.3496  N7 1.018
91 C -0.2246 0.2466 0.0808  O21 1.289, O37 1.294, O64 1.305
92 C 4.7025 1.2083 0.9381  H22 1.084, H28 1.099, H82 1.090, C86 1.490
93 C 0.0206 3.5249 -3.1957  N7 1.357, O59 1.227, C77 1.508
94 H -0.1241 3.0967 0.8326  N83 1.018
95 N -1.3184 -1.4403 -3.5700  H1 0.998, H2 1.017, C5 1.342
96 O 5.1808 3.5245 0.7121  C86 1.230
97 H 0.9724 0.8074 2.3629  N8 1.028
98 H 0.0143 -4.1454 3.4445  C102 1.095
99 H 1.5126 -0.7857 5.6161  C63 1.091
100 H 1.8700 0.2231 -2.6559  C106 1.091
101 H 2.8870 -2.1123 0.4510  C6 1.092
102 C -0.1835 -3.8828 2.3996  N16 1.454, H26 1.090, H42 1.084, H98 1.095
103 H -3.2541 1.1331 2.2391  N84 1.008
104 H 4.1688 -3.0399 1.3163  C6 1.083
105 H 0.4791 -3.5433 -4.2496  C19 1.094
106 C 2.7626 -0.0553 -2.0940  H49 1.090, C65 1.509, H79 1.088, H100 1.091

The calculation puts the orbital gap at 8.44 eV. The LUMO energy comes out at 3.95 eV. Its net charge is -2. The value obtained for the total energy is -2604.8443 Eh.